No. 1
Density functional theory data (ωB97M-V with the def2-TZVPD basis set) for a molecular structure, C17H42BaN2O6 at a distorted geometry.

Values from the calculation:
E_HOMO in eV: -5.64
Lowest unoccupied orbital energy in eV: -1.0

```
68
Properties=species:S:1:pos:R:3:mulliken_charge:R:1
Ba -1.03386 0.80039 -0.71087 1.35
C -1.47220 6.40462 -2.42890 -0.88
C -0.28779 5.62752 -1.71619 -0.28
O -0.08333 4.37191 -2.25070 -0.76
H -1.19586 6.70699 -3.43900 0.24
H -1.59873 7.21182 -1.70742 0.31
H -2.44528 5.91397 -2.45038 0.21
H -0.50483 5.64984 -0.64825 0.08
H 0.62671 6.21477 -1.63294 0.26
C 3.38625 -1.91456 -4.01939 -1.21
C 1.96693 -1.44845 -4.42061 0.43
C 0.94665 -2.68497 -4.30615 -1.20
O 1.42171 -0.31032 -3.78589 -0.80
H 3.74243 -2.45457 -4.89667 0.35
H 3.58607 -2.53095 -3.14290 0.27
H 4.02036 -1.07289 -3.74080 0.31
H 2.01561 -1.22309 -5.48595 0.10
H 1.17270 -3.37819 -3.49595 0.28
H 1.18236 -3.31905 -5.16083 0.37
H -0.11342 -2.43809 -4.36462 0.28
C -4.24097 -4.36267 -0.86251 -0.69
O -4.46727 -4.12909 0.56226 -0.40
C -3.38461 -4.37915 1.43911 -0.55
C -2.36241 -3.24686 1.11183 -0.79
N -2.98852 -1.95605 0.63247 0.08
C -3.57470 -1.27367 1.72825 -0.66
C -4.49793 -0.06443 1.23976 -0.76
O -3.77975 1.07867 0.71284 -0.16
C -4.78352 1.94667 0.09377 -0.84
H -3.72157 -3.57729 -1.41162 0.31
H -5.14510 -4.44926 -1.46512 0.27
H -3.75402 -5.33542 -0.93135 0.30
H -3.00659 -5.40064 1.48104 0.38
H -3.83410 -4.22753 2.42046 0.31
H -1.77778 -3.69232 0.30692 0.36
H -1.66495 -3.14345 1.94306 0.40
H -3.67958 -2.29795 -0.01993 0.17
H -2.84430 -0.99514 2.48787 0.47
H -4.34360 -1.91955 2.15223 0.29
H -5.06589 0.25350 2.11409 0.34
H -5.12670 -0.54247 0.48861 0.41
H -5.73462 1.53220 -0.24049 0.34
H -4.38953 2.40762 -0.81199 0.31
H -5.00324 2.73341 0.81548 0.30
C 6.75320 -0.64560 2.41767 -0.81
O 5.36375 -0.65698 2.20385 -0.27
C 4.81838 -0.99348 0.98862 -0.54
C 3.26594 -0.98386 1.20552 -0.93
N 2.52253 0.26417 1.07285 -0.11
C 2.75362 1.03266 2.27769 -0.61
C 1.85893 2.43989 2.33990 -0.86
O 0.49994 2.31663 2.24176 -0.20
C -0.17417 3.44341 2.72651 -0.82
H 6.82363 -0.49513 3.49493 0.25
H 7.28350 0.13555 1.87297 0.31
H 7.21877 -1.61644 2.24794 0.32
H 5.21435 -1.87329 0.48143 0.49
H 5.15574 -0.21216 0.30757 0.36
H 3.07792 -1.48417 2.15549 0.38
H 2.67494 -1.61504 0.54187 0.44
H 3.10282 0.77306 0.42140 0.27
H 3.75871 1.40156 2.48209 0.25
H 2.48750 0.43061 3.14649 0.38
H 2.19620 3.09767 1.53886 0.43
H 2.13576 3.05741 3.19438 0.46
H -1.07629 3.64212 2.14790 0.22
H 0.44315 4.32401 2.54883 0.38
H -0.31980 3.13125 3.76065 0.32
```



No. 2
Density functional theory data (ωB97M-V with the def2-TZVPD basis set) for a molecular structure, C9H9N3O3Zr at a distorted geometry.

Values from the calculation:
E_HOMO in eV: -25.34
Net charge: +4
Lowest unoccupied orbital energy in eV: -22.2

```
25
Properties=species:S:1:pos:R:3:mulliken_charge:R:1
C 2.45428 -0.35753 1.66227 -0.65
O 1.46240 -1.09443 0.85431 -0.28
C 1.44319 -0.84810 -0.45026 0.38
C 0.59389 0.45633 -0.90464 -1.00
C 0.30453 0.34453 -2.46864 0.35
N 0.02344 0.09413 -3.58320 -0.22
C -0.83617 0.64815 -0.20221 1.82
C -0.66808 1.00529 1.22925 -0.44
N -0.63781 0.97296 2.38126 -0.19
C -1.87121 -0.53082 -0.35243 -0.54
C -2.26694 -1.30724 1.05088 0.18
O -1.88689 -2.40645 1.19180 -0.18
O -1.45493 1.75270 -0.89779 -0.40
C -1.04936 2.93176 -0.41809 0.33
N -0.80622 4.02841 -0.13019 -0.05
H 2.97773 -1.09230 2.28391 0.34
H 1.90601 0.30876 2.35031 0.36
H 3.13765 0.24688 1.06020 0.44
H 2.48381 -0.71954 -0.81516 0.82
H 1.08990 -1.83916 -1.00819 -0.18
H 1.16822 1.40042 -0.78144 0.74
H -1.59362 -1.30193 -1.14668 0.10
H -2.81990 -0.09440 -0.72649 0.64
H -2.90695 -0.73430 1.76799 0.50
Zr -0.24697 -1.86411 -1.94679 1.14
```



No. 3
Density functional theory data (ωB97M-V with the def2-TZVPD basis set) for a molecular structure, C51H56N8O3S4V at a distorted geometry.

Values from the calculation:
<S²>: 0.779
E_HOMO (alpha / beta) in eV: -11.79 / -11.79
Net charge: +2
Lowest unoccupied orbital energy (alpha / beta) in eV: -4.9 / -4.9
2S+1: 2

```
123
Properties=species:S:1:pos:R:3:lowdin_spin:R:1
V 0.90616 0.24087 0.61883 1.07
C -1.34616 -2.08276 4.65005 0.00
N -0.61500 -2.68383 3.54904 0.00
C -0.71556 -4.01028 3.17146 0.00
C 0.10327 -4.24064 2.14013 0.00
N 0.73649 -3.06813 1.82672 0.00
C 0.27669 -2.04271 2.76595 0.00
S 0.77902 -0.43909 2.93049 0.01
C 1.70187 -2.81436 0.76122 0.00
C 2.22315 -3.86452 0.01005 0.00
C 3.17508 -3.60750 -0.96184 0.00
C 3.59496 -2.30490 -1.18172 0.00
C 3.02996 -1.31509 -0.41085 0.00
N 2.09152 -1.53756 0.55333 0.00
H -2.04245 -2.80272 5.06999 0.00
H -1.89551 -1.21382 4.28703 0.00
H -0.64421 -1.76029 5.41791 0.00
H -1.37049 -4.69928 3.67355 0.00
H 0.25403 -5.16190 1.61128 0.00
H 1.92314 -4.88885 0.18612 0.00
H 3.59563 -4.42389 -1.53684 0.00
H 4.34499 -2.06814 -1.92287 0.00
H 3.32866 -0.31136 -0.52655 0.00
C -6.11025 1.28173 1.04566 0.00
C -5.16955 2.35352 0.47312 0.00
C -5.58041 2.66252 -0.97502 0.00
C -5.37588 3.63182 1.29236 0.00
C -3.74024 1.84162 0.49842 0.00
C -3.39169 0.69416 -0.19505 0.00
C -2.09111 0.24273 -0.16006 0.00
N -1.09481 0.85026 0.51679 0.00
C -1.43143 1.97182 1.19240 0.00
C -2.72610 2.47305 1.19503 0.00
C -0.32824 2.61818 1.92948 0.00
C -0.50523 3.77660 2.67097 0.00
C 0.54807 4.36450 3.34591 0.00
C 1.77431 3.73392 3.23875 0.00
C 1.89539 2.58324 2.48806 0.00
N 0.87051 1.99936 1.81895 0.00
C 0.40068 5.63205 4.16994 0.00
C -1.02506 6.19307 4.17854 0.00
C 0.79319 5.34705 5.62822 0.00
C 1.32255 6.72391 3.60466 0.00
H -7.13952 1.64183 1.06834 0.00
H -5.82630 1.01420 2.06630 0.00
H -6.10154 0.36592 0.45032 0.00
H -6.59379 3.06412 -1.01274 0.00
H -5.56234 1.77206 -1.60703 0.00
H -4.91119 3.39944 -1.42470 0.00
H -6.41457 3.95692 1.24207 0.00
H -4.76060 4.45422 0.91857 0.00
H -5.13534 3.47811 2.34762 0.00
H -4.11862 0.13739 -0.77043 0.00
H -1.81258 -0.63883 -0.70121 0.00
H -2.93623 3.37137 1.75444 0.00
H -1.48746 4.22174 2.71560 0.00
H 2.65367 4.12079 3.73572 0.00
H 2.84042 2.09869 2.41669 0.00
H -1.73689 5.47991 4.60289 0.00
H -1.36231 6.45371 3.17184 0.00
H -1.07765 7.09912 4.78127 0.00
H 0.17702 4.55096 6.05267 0.00
H 0.66225 6.23655 6.24565 0.00
H 1.83723 5.04068 5.72113 0.00
H 1.09177 6.92959 2.55685 0.00
H 2.37621 6.44250 3.66077 0.00
H 1.20757 7.65473 4.16139 0.00
O 0.92355 1.62081 -0.24987 -0.17
S -0.42361 -1.85198 0.51131 0.01
C -1.50945 -3.09244 0.48721 0.01
N -1.34392 -4.23258 -0.25537 0.00
C -2.29906 -5.29820 -0.00849 0.00
C -3.59504 -4.63346 0.43190 0.00
S -3.04865 -3.16562 1.35696 0.00
H -0.45974 -4.38863 -0.70982 0.00
H -1.89697 -5.95022 0.77810 0.00
H -2.43103 -5.89117 -0.91345 0.00
H -4.21102 -5.28838 1.04194 0.00
H -4.16913 -4.29899 -0.43117 0.00
S 5.05480 2.40594 0.21769 0.00
C 3.37548 1.94539 0.05478 0.01
N 2.97003 0.92245 0.73124 0.00
C 4.06361 0.37493 1.51235 0.00
C 4.04126 -0.72136 2.38269 0.00
C 5.20639 -1.07918 3.03651 0.00
C 6.39154 -0.36502 2.83974 0.00
C 6.42145 0.71606 1.98795 0.00
C 5.24956 1.07641 1.33069 0.00
H 2.70647 2.49167 -0.58217 0.00
H 3.14240 -1.27659 2.54594 0.00
H 5.19716 -1.92493 3.71039 0.00
H 7.29093 -0.66209 3.36141 0.00
H 7.33617 1.27284 1.83487 0.00
C 0.61759 -5.37166 -7.08836 0.00
O 0.00552 -4.76162 -5.94373 0.00
C -0.52078 -3.51850 -6.17503 0.00
C -1.32862 -3.22939 -7.26240 0.00
C -1.83852 -1.94852 -7.41357 0.00
C -1.56368 -0.96727 -6.46842 0.00
C -0.77503 -1.25821 -5.36898 0.00
C -0.24015 -2.53129 -5.23029 0.00
N 0.56966 -2.93791 -4.13059 0.00
C 1.34980 -2.23031 -3.37883 0.00
C 1.72588 -0.84694 -3.56109 0.00
C 2.31272 -0.45388 -4.77045 0.00
C 2.65994 0.86087 -4.96222 0.00
C 2.42199 1.77761 -3.93767 0.00
C 1.85839 1.37872 -2.74032 0.00
C 1.48878 0.03694 -2.47317 0.00
O 0.94523 -0.37126 -1.35310 0.01
H -0.13244 -5.76506 -7.77331 0.00
H 1.21612 -6.20537 -6.72778 0.00
H 1.28022 -4.67083 -7.59801 0.00
H -1.58698 -3.98851 -7.98734 0.00
H -2.46998 -1.71668 -8.26094 0.00
H -1.98199 0.02386 -6.57850 0.00
H -0.62674 -0.48915 -4.62288 0.00
H 0.52583 -3.93778 -3.95934 0.00
H 1.77198 -2.74915 -2.53449 0.00
H 2.49938 -1.17493 -5.55739 0.00
H 3.11100 1.18338 -5.89084 0.00
H 2.68576 2.81922 -4.06900 0.00
H 1.69677 2.11777 -1.97894 0.00
```



No. 4
Density functional theory data (ωB97M-V with the def2-TZVPD basis set) for a molecular structure, C16H45GaN11O18 at a distorted geometry.

Values from the calculation:
E_HOMO in eV: -3.49
Net charge: -1
Lowest unoccupied orbital energy in eV: 1.0

```
91
Properties=species:S:1:pos:R:3:mulliken_charge:R:1
C 2.30957 -5.19546 4.21525 -0.68
C 1.50698 -4.23601 5.27487 -0.31
C 0.12681 -3.54495 4.63110 -0.39
C -0.07577 -3.89927 3.03215 -0.09
N -1.24294 -3.14524 2.38453 -0.48
Ga -1.02620 -3.55975 0.46299 0.20
N -0.45144 -5.41049 0.37818 -0.33
C 0.78174 -5.55605 -0.20641 0.49
C 0.93696 -6.80760 -1.28880 -0.82
C 2.12285 -4.66137 0.08636 -0.17
H 3.32725 -5.59788 4.68473 0.32
H 1.71120 -6.13408 3.84207 0.24
H 2.64418 -4.58863 3.24550 0.02
H 2.22060 -3.32905 5.52332 0.19
H 1.23225 -4.88790 6.21159 0.25
H 0.13484 -2.40036 4.87535 0.04
H -0.76694 -4.09599 5.19914 0.23
H 0.88691 -3.55876 2.46035 -0.13
H -0.25960 -5.07780 2.98968 0.24
H -2.12772 -3.62634 2.68785 0.23
H -2.33474 -3.25480 -0.40105 -0.38
H 0.12110 -2.54374 -0.07567 -0.18
H 1.37512 -7.71525 -0.64902 0.08
H -0.10403 -7.16213 -1.68955 0.26
H 1.73455 -6.58298 -2.11691 0.25
H 1.92968 -3.60254 0.54493 -0.43
H 2.77087 -4.48417 -0.89627 0.30
H 2.82836 -5.25828 0.84021 0.11
C 0.11226 0.33418 2.61799 -0.80
N 0.34987 1.48710 1.70792 0.94
O -0.05412 1.38211 0.54404 -0.45
O 0.93529 2.46487 2.18785 -0.59
H -0.40895 -0.45042 2.06544 0.21
H 1.08593 -0.01906 2.96351 0.27
H -0.49879 0.69125 3.44945 0.35
C 1.76195 -11.62789 -2.34582 -0.73
N 1.63005 -10.22295 -1.87396 0.81
O 1.29281 -9.37498 -2.70826 -0.46
O 1.86887 -10.01126 -0.67929 -0.49
H 1.52333 -11.66672 -3.41076 0.30
H 2.79370 -11.93907 -2.17010 0.27
H 1.06028 -12.23574 -1.77101 0.28
C -2.01363 3.56309 -0.96885 -0.50
N -3.38100 4.07346 -0.67950 0.93
O -4.16396 3.30361 -0.11105 -0.55
O -3.62955 5.23257 -1.03134 -0.55
H -1.93603 2.53582 -0.60656 0.31
H -1.86912 3.60265 -2.05040 0.27
H -1.30377 4.20988 -0.44925 0.10
C 3.85580 0.69239 0.55678 -0.80
N 3.23013 -0.64534 0.73816 0.79
O 2.06142 -0.77988 0.35754 -0.31
O 3.93009 -1.52247 1.25757 -0.54
H 3.12952 1.36181 0.09100 0.29
H 4.14069 1.05966 1.54479 0.29
H 4.72890 0.56332 -0.08606 0.30
C 0.23518 5.33823 2.75192 -0.61
N 0.47279 6.49115 1.84186 0.93
O 0.06880 6.38616 0.67798 -0.52
O 1.05821 7.46892 2.32178 -0.55
H -0.28602 4.55363 2.19937 0.12
H 1.20885 4.98499 3.09744 0.28
H -0.37587 5.69530 3.58339 0.30
C 0.89106 7.72841 -1.92585 -0.48
N 1.40526 6.96640 -3.09582 0.90
O 1.20961 7.45022 -4.21675 -0.55
O 1.99076 5.90404 -2.85567 -0.53
H 0.40130 8.63662 -2.28341 0.25
H 0.17945 7.08715 -1.40183 0.16
H 1.74527 7.97494 -1.29199 0.27
C -6.73108 2.55161 -2.55503 -0.45
N -6.21687 1.78960 -3.72500 0.82
O -6.41253 2.27342 -4.84593 -0.52
O -5.63138 0.72724 -3.48485 -0.48
H -7.22084 3.45982 -2.91259 0.28
H -7.44269 1.91035 -2.03101 0.28
H -5.87687 2.79814 -1.92117 0.07
C 1.62091 12.41255 -0.72082 -0.72
N 0.99524 11.07481 -0.53944 0.82
O -0.17347 10.94028 -0.92006 -0.50
O 1.69520 10.19768 -0.02004 -0.46
H 0.89463 13.08197 -1.18660 0.30
H 1.90580 12.77981 0.26719 0.28
H 2.49402 12.28347 -1.36366 0.29
C -2.93845 -2.50851 -4.44886 -0.66
N -1.66166 -2.35701 -3.70003 0.79
O -0.61186 -2.44798 -4.34694 -0.55
O -1.74956 -2.15108 -2.48390 -0.35
H -2.71131 -2.68404 -5.50249 0.28
H -3.47172 -3.36038 -4.02209 0.28
H -3.50459 -1.58305 -4.32542 0.21
```